(1)
{"formula": "C3H4N4", "method": "wB97M-V/def2-TZVPD", "symbols": ["N", "C", "N", "C", "N", "C", "N", "H", "H", "H", "H"], "xyz": [[-2.0538, -0.0086, -0.0456], [-0.7045, -0.0096, -0.0194], [-0.0658, -1.2012, 0.0061], [1.2582, -1.1089, -0.0245], [1.9792, 0.0165, -0.0286], [1.2272, 1.1227, -0.0157], [-0.1059, 1.1857, -0.0012], [-2.5448, 0.8592, 0.0275], [-2.5519, -0.8865, 0.0590], [1.8045, -2.0488, 0.0137], [1.7576, 2.0793, 0.0288]], "forces_ev_per_a": [[-0.058, -0.827, 0.034], [-0.026, -0.283, 0.174], [0.095, 0.396, -0.226], [-0.331, 0.142, 0.357], [-0.455, 0.153, -0.149], [-0.204, 0.008, 0.240], [0.895, 0.006, -0.156], [-0.016, 0.162, 0.023], [0.285, 0.434, -0.078], [-0.021, 0.111, -0.114], [-0.164, -0.301, -0.105]], "total_charge": 0, "max_force_ev_per_a": 0.91, "e_tot_ha": -335.77333, "de_lowest_kj_mol": 0.0, "e_homo_ev": -9.71, "smiles": "Nc1ncncn1"}

(2)
{"formula": "C3H4N4", "method": "wB97M-V/def2-TZVPD", "symbols": ["C", "C", "C", "H", "H", "H", "H", "N", "N", "N", "N"], "xyz": [[1.4339, -0.1021, 0.0421], [-0.3593, 0.6075, -0.3302], [0.0471, -0.6015, 0.1337], [1.8816, 0.0387, 1.1621], [2.1585, -0.5669, -0.6985], [1.1357, 2.1203, -0.1871], [-2.8161, -1.0420, 0.1305], [0.9392, 1.2188, -0.5688], [-1.7398, 0.6320, -0.2438], [-1.9305, -0.6865, 0.2607], [-0.7502, -1.6183, 0.2994]], "forces_ev_per_a": [[3.994, 0.327, 1.704], [-4.192, 1.378, 0.713], [3.373, -2.005, -1.292], [-0.668, -0.305, -2.831], [-0.736, 0.295, 1.317], [0.173, 0.280, 0.623], [-2.124, -1.071, -0.462], [-2.057, -2.111, -0.082], [2.721, -2.222, 0.532], [2.328, 0.784, -0.753], [-2.813, 4.651, 0.530]], "total_charge": 0, "max_force_ev_per_a": 5.46, "e_tot_ha": -335.57279, "de_lowest_kj_mol": 526.5, "e_homo_ev": -9.03}